No. 1
Formula: C17H51O9
Source: the OMol25 dataset
Level of theory: the ωB97M-V functional and the def2-TZVPD basis

- relative energy (zero: lowest compared OMol25 entry of this formula, charge and spin) (eV) = 0.000
- net charge = -1
- E (hartree) = -1355.3401

Positions of all 77 atoms, in Å:
C1 -0.218 -0.222 -0.010
O1 0.157 -1.536 0.192
H1 -0.883 0.081 0.831
H2 0.662 0.443 0.141
H3 -0.727 0.054 -0.952
C2 -0.264 1.802 4.999
C3 -1.003 0.760 4.172
O2 -0.272 -0.465 4.153
H4 0.718 1.859 4.528
H5 -0.179 1.475 6.036
H6 -0.785 2.760 4.951
H7 -1.079 1.081 3.134
H8 -2.006 0.517 4.545
H9 -0.044 -0.710 5.054
C4 -3.458 -1.646 2.646
C5 -3.124 -2.787 3.587
O3 -1.910 -3.407 3.155
H10 -2.705 -0.884 2.476
H11 -4.339 -1.119 3.050
H12 -3.895 -2.012 1.715
H13 -3.929 -3.530 3.552
H14 -3.034 -2.464 4.629
H15 -2.075 -4.352 3.160
C6 -0.878 0.646 -4.118
C7 -1.471 -0.721 -3.770
O4 -2.411 -0.608 -2.703
H16 -0.428 1.151 -3.268
H17 -1.677 1.162 -4.644
H18 -0.035 0.439 -4.786
H19 -0.708 -1.454 -3.504
H20 -2.044 -1.082 -4.628
H21 -2.057 -1.068 -1.931
C8 3.991 -2.877 -3.161
C9 2.824 -1.971 -2.729
O5 2.641 -2.150 -1.347
H22 3.583 -3.882 -3.290
H23 4.696 -2.972 -2.332
H24 4.482 -2.543 -4.074
H25 1.974 -2.413 -3.269
H26 3.029 -0.952 -3.067
H27 1.861 -1.626 -1.061
C10 -2.260 2.730 -1.301
C11 -1.354 3.840 -1.793
O6 -0.054 3.750 -1.245
H28 -1.980 1.787 -1.772
H29 -3.330 2.892 -1.448
H30 -2.160 2.540 -0.228
H31 -1.786 4.814 -1.548
H32 -1.343 3.814 -2.890
H33 0.461 3.097 -1.729
C12 3.553 1.176 -0.226
C13 4.603 1.769 -1.150
O7 4.469 1.162 -2.420
H34 3.540 1.586 0.786
H35 3.694 0.101 -0.120
H36 2.575 1.441 -0.630
H37 5.600 1.717 -0.699
H38 4.428 2.848 -1.242
H39 5.305 0.837 -2.758
C14 -1.066 -4.650 -2.087
C15 -1.889 -4.169 -0.910
O8 -1.080 -3.941 0.228
H40 -0.386 -3.908 -2.509
H41 -1.738 -4.926 -2.914
H42 -0.448 -5.517 -1.853
H43 -2.754 -4.800 -0.670
H44 -2.398 -3.215 -1.130
H45 -0.783 -2.996 0.144
C16 0.893 4.304 3.283
C17 0.258 3.591 2.077
O9 1.095 2.481 1.668
H46 1.563 5.072 2.882
H47 1.583 3.622 3.777
H48 0.102 4.794 3.841
H49 0.158 4.279 1.239
H50 -0.672 3.121 2.407
H51 0.622 2.180 0.878

No. 2
Formula: C17H52N4O9
Source: the OMol25 dataset
Level of theory: the ωB97M-V functional and the def2-TZVPD basis

- relative energy (zero: lowest compared OMol25 entry of this formula, charge and spin) (eV) = 7.538
- SMILES = NC(N)=O.NC(N)=O.CC(C)O.CC(C)O.CC(C)O.CC(C)O.CO.CO.CO
- E (hartree) = -1574.8273

Positions of all 82 atoms, in Å:
N1 -3.419 -3.362 1.192
C1 -4.490 -3.947 1.729
N2 -5.619 -3.297 1.461
O1 -4.405 -5.026 2.653
H1 -2.579 -3.891 1.425
H2 -3.344 -2.583 0.552
H3 -6.511 -3.483 1.934
H4 -5.645 -2.588 0.701
N3 1.018 -1.110 -0.136
C2 0.034 -1.682 -0.696
N4 -0.832 -0.829 -1.175
O2 -0.271 -3.018 -0.699
H5 1.641 -1.724 0.321
H6 1.218 -0.129 -0.041
H7 -1.672 -1.376 -1.548
H8 -0.769 0.194 -1.325
C3 3.508 0.537 1.397
C4 4.991 0.460 1.908
C5 6.007 0.682 0.804
O3 5.210 1.232 2.841
H9 2.876 0.165 2.187
H10 3.363 -0.155 0.579
H11 3.184 1.556 1.089
H12 5.187 -0.566 2.281
H13 5.886 -0.164 0.125
H14 7.009 0.716 1.184
H15 5.740 1.564 0.269
H16 5.051 2.162 2.594
C6 -1.087 1.204 -4.105
C7 -1.680 2.008 -2.923
C8 -2.996 1.432 -2.384
O4 -1.001 2.011 -1.883
H17 -1.695 1.423 -5.006
H18 -0.951 0.182 -3.900
H19 -0.109 1.585 -4.212
H20 -1.755 3.003 -3.301
H21 -3.818 1.504 -3.107
H22 -3.418 1.825 -1.456
H23 -2.858 0.378 -2.188
H24 -1.312 2.738 -1.328
C9 2.170 1.904 -2.125
C10 3.152 2.811 -1.423
C11 4.118 3.206 -2.521
O5 2.672 3.872 -0.967
H25 1.364 2.405 -2.717
H26 1.683 1.570 -1.231
H27 2.554 1.059 -2.647
H28 3.695 2.203 -0.697
H29 4.897 3.851 -2.076
H30 3.625 3.778 -3.310
H31 4.724 2.404 -2.951
H32 2.053 4.101 -1.655
C12 -1.325 -1.338 2.221
C13 -2.377 -0.235 1.902
C14 -2.409 0.849 2.920
O6 -2.258 0.321 0.818
H33 -0.329 -0.995 2.402
H34 -1.303 -2.101 1.401
H35 -1.713 -1.845 3.029
H36 -3.324 -0.794 1.918
H37 -2.297 0.393 3.900
H38 -3.323 1.399 2.824
H39 -1.597 1.487 2.784
H40 -1.707 -0.346 0.262
C15 0.504 2.707 1.090
O7 0.466 1.368 1.122
H41 1.566 2.915 1.332
H42 -0.112 3.253 1.783
H43 0.292 3.025 0.136
H44 -0.387 1.052 0.874
C16 -3.507 -2.524 -2.447
O8 -3.454 -1.736 -1.278
H45 -3.959 -1.916 -3.214
H46 -3.966 -3.472 -2.282
H47 -2.500 -2.868 -2.700
H48 -4.301 -1.443 -1.000
C17 1.018 -3.642 2.667
O9 1.699 -2.404 2.489
H49 1.645 -4.287 3.327
H50 0.692 -4.057 1.701
H51 0.050 -3.497 3.152
H52 1.820 -2.063 3.374

We obtain HOMO-LUMO gap values of 6.422 8.948 eV for the records listed above, in that order.